[1]
Density functional theory data (ωB97M-V/def2-TZVPD) for a molecular structure, C12H21Br9NO at a distorted geometry.

```
44
Properties=species:S:1:pos:R:3:forces:R:3
C 6.145 1.553 -0.349 0.27 0.29 0.21
Br 5.641 3.140 -1.308 -0.05 -0.13 -0.20
Br 6.051 1.929 1.546 0.07 -0.26 -0.07
Br 7.888 0.919 -0.886 -0.16 0.02 0.09
H 5.445 0.763 -0.569 -0.09 0.09 -0.05
C 5.934 -4.323 -1.242 0.27 -0.20 -0.06
Br 6.602 -3.424 -2.807 -0.11 -0.04 0.05
Br 6.138 -3.231 0.320 0.10 -0.03 0.19
Br 6.790 -6.038 -1.007 0.02 0.03 0.00
H 4.887 -4.548 -1.377 -0.10 0.25 -0.07
C 2.312 -1.701 -2.407 0.22 -0.78 0.00
Br 2.162 -0.545 -3.909 -0.13 0.12 0.02
Br 3.663 -1.137 -1.164 -0.18 -0.04 -0.06
Br 2.631 -3.548 -2.986 0.01 0.27 0.04
H 1.388 -1.792 -1.859 -0.13 0.40 -0.09
C -0.951 -1.376 0.028 1.16 1.29 0.24
C -2.042 -0.290 0.027 -0.69 -1.97 -0.11
C -3.221 -0.916 0.766 -1.35 -0.45 0.92
C -4.268 0.073 1.293 0.22 -1.20 0.44
C -3.624 1.211 2.064 -1.34 0.35 -0.47
C -2.498 1.911 1.307 0.02 0.07 1.79
N -1.566 0.900 0.736 -1.28 0.38 -0.42
O -0.544 1.419 0.231 1.62 0.36 -0.41
C -3.006 2.943 0.313 -0.15 -0.25 -0.75
C -1.701 2.704 2.356 0.36 1.51 0.54
C -2.441 -0.041 -1.422 -0.15 1.10 -1.47
H -0.402 -1.347 0.974 -0.39 -0.36 0.20
H -0.166 -1.094 -0.680 -0.24 -0.22 -0.28
H -1.366 -2.355 -0.182 0.01 -0.05 -0.06
H -3.788 -1.662 0.195 0.46 0.28 -0.74
H -2.943 -1.565 1.607 0.71 0.53 0.13
H -4.892 -0.495 1.993 -0.02 0.08 -0.03
H -4.974 0.330 0.499 0.32 0.68 -0.06
H -3.316 0.947 3.077 0.31 -0.56 -0.22
H -4.460 1.899 2.255 0.43 0.45 -0.07
H -2.159 3.334 -0.249 -0.03 0.07 -0.02
H -3.753 2.576 -0.398 0.10 -0.23 0.06
H -3.481 3.758 0.858 0.08 0.02 0.10
H -1.377 3.677 1.971 0.22 -0.26 -0.35
H -2.322 3.034 3.198 -0.31 -0.45 -0.13
H -0.807 2.274 2.805 -0.14 -0.59 -0.32
H -3.487 0.227 -1.601 -0.10 -0.30 0.45
H -2.200 -0.876 -2.083 -0.22 -0.34 0.39
H -1.925 0.781 -1.937 0.40 0.05 0.65
```
Forces are in eV/Å.

Computed properties:
Multiplicity = 2
⟨S²⟩ = 0.754
Maximum force = 0.0407 hartree/bohr
Electronic energy = -646701.3861 eV
Highest occupied orbital energy (spin up / spin down) = -0.3050 / -0.3535 Eh



[2]
Density functional theory data (ωB97M-V/def2-TZVPD) for 2 unconnected molecules or ions with the total composition C8H9NO3 at a distorted geometry.

```
21
Properties=species:S:1:pos:R:3:forces:R:3
C -0.497 -2.237 -0.805 0.14 -0.41 0.89
C -0.924 -2.715 0.364 -0.18 0.47 1.36
C 0.137 -0.861 -0.658 0.29 -2.67 1.55
C -0.612 -1.640 1.389 -0.12 0.01 2.78
C -1.485 1.058 -2.551 -0.24 -1.28 -0.93
C 0.215 -0.573 0.671 -0.12 0.02 -0.85
C 0.980 0.485 1.398 -2.05 0.94 -1.20
C 0.503 1.906 0.956 2.49 0.11 3.44
N -1.461 2.013 -1.930 0.00 0.57 0.33
O 0.808 -0.532 -1.774 -0.67 0.03 0.32
O -0.877 -1.742 2.623 1.06 0.68 -4.15
O 1.088 2.253 -0.266 -0.37 0.46 -0.51
H -0.249 -2.797 -1.676 -0.46 -0.29 -0.81
H -1.266 -3.639 0.880 0.11 0.45 -1.45
H -1.529 0.143 -3.149 0.09 0.82 0.55
H 1.226 0.303 -1.621 0.68 1.32 0.07
H 2.056 0.460 1.300 0.30 -0.28 -0.15
H 0.691 0.327 2.418 0.16 0.23 0.82
H -0.537 2.093 1.092 -1.11 -0.38 -0.75
H 0.934 2.536 1.809 -0.19 -0.18 -1.10
H 0.798 3.161 -0.469 0.17 -0.63 -0.18
```
Forces are in eV/Å.

Computed properties:
Structure (SMILES) = O=C1C=CC(O)=C1CCO.C#N
Energy above the lowest of the compared OMol25 structures with the same formula, charge and spin = 329.6 kJ/mol
Maximum force = 0.0844 hartree/bohr
Electronic energy = -16071.4068 eV
Highest occupied orbital energy = -0.3167 Eh



[3]
Density functional theory data (ωB97M-V/def2-TZVPD) for 2 unconnected molecules or ions with the total composition CH6N9 at a distorted geometry.

```
16
Properties=species:S:1:pos:R:3:forces:R:3
C -1.968 0.048 -0.246 -1.80 -0.33 -0.65
N 3.702 0.574 -0.812 0.55 4.92 -0.05
N 3.476 -0.595 -0.572 2.24 -3.20 -1.39
N 2.762 1.285 -0.136 -0.90 -2.32 -0.06
N 2.457 -0.771 0.133 -4.59 -2.01 3.08
N -2.587 -0.914 -0.131 0.15 -1.40 0.71
N 1.887 0.378 0.441 2.33 1.31 -1.75
N -1.539 1.195 -0.522 1.76 0.46 0.38
N 0.731 0.645 0.997 1.60 2.26 -1.49
N -2.888 -2.147 0.231 0.13 0.36 0.90
H -2.022 1.910 -1.007 -0.57 0.54 -0.39
H -0.577 1.246 -0.164 0.62 0.92 0.19
H 0.479 -0.169 1.457 -0.59 -2.18 1.24
H 2.813 2.269 -0.091 -0.51 1.19 0.33
H -3.132 -2.729 -0.513 -0.09 -0.97 -1.73
H -3.593 -2.225 0.936 -0.33 0.45 0.70
```
Forces are in eV/Å.

Computed properties:
Charge = +1
Maximum force = 0.1144 hartree/bohr
Electronic energy = -14531.3403 eV
Highest occupied orbital energy (spin up / spin down) = -0.4761 / -0.4761 Eh



[4]
Density functional theory data (ωB97M-V/def2-TZVPD) for a single C2H5NO2S molecule at a distorted geometry.

```
11
Properties=species:S:1:pos:R:3:forces:R:3
C 0.797 -0.062 -0.470 -0.02 0.31 -0.16
C 1.273 -0.664 0.794 0.17 -0.08 0.42
N -1.885 0.186 -1.123 0.16 0.13 0.32
O 1.256 -0.116 -1.570 0.00 0.06 0.12
O -1.190 1.011 1.097 0.39 0.11 0.50
S -0.821 0.854 -0.281 -0.96 0.84 -0.85
H -1.620 0.072 -2.085 0.12 -0.11 -0.52
H 2.349 -0.535 0.894 0.01 0.02 -0.07
H 1.065 -1.733 0.785 -0.06 -0.09 -0.04
H 0.743 -0.207 1.630 0.14 -0.14 0.02
H -0.472 2.152 -0.762 0.04 -1.04 0.26
```
Forces are in eV/Å.

Computed properties:
Structure (SMILES) = CC(=O)[S@@H](=N)=O
Energy above the lowest of the compared OMol25 structures with the same formula, charge and spin = 288.4 kJ/mol
Maximum force = 0.0298 hartree/bohr
Electronic energy = -18572.5800 eV
Highest occupied orbital energy = -0.3544 Eh



[5]
Density functional theory data (ωB97M-V/def2-TZVPD) for a molecular structure, C49H36F15GeIIrN6O5S at a distorted geometry.

```
115
Properties=species:S:1:pos:R:3:forces:R:3
Ir 0.043 -0.061 0.037 0.27 0.15 -0.49
C 0.304 2.697 3.939 -0.02 0.01 -0.05
C -0.296 1.366 3.484 0.03 0.03 0.00
C 0.642 0.215 3.727 0.11 0.11 0.06
C 0.655 -0.369 4.987 -0.02 -0.02 0.00
C 1.535 -1.393 5.296 0.00 -0.01 -0.01
C 2.419 -1.839 4.331 0.03 0.03 0.02
C 2.453 -1.275 3.057 -0.03 -0.05 0.03
C 3.432 -1.861 2.062 -0.01 0.06 -0.01
C 4.876 -1.429 2.329 -0.02 -0.02 0.03
C 1.558 -0.232 2.764 0.05 -0.14 0.00
N 1.526 0.290 1.430 -0.21 0.29 0.13
C 2.617 0.782 0.916 0.06 0.27 0.04
C 2.642 1.066 -0.455 -0.14 0.05 0.02
C 3.598 1.571 -1.344 -0.03 0.03 0.04
C 2.992 1.572 -2.593 -0.01 0.01 -0.05
C 1.693 1.068 -2.419 0.13 -0.03 0.03
N 1.480 0.764 -1.140 0.11 0.02 -0.02
H -0.366 3.525 3.701 0.00 0.00 0.00
H 1.259 2.880 3.441 0.00 0.01 0.00
H 0.482 2.699 5.016 0.02 -0.01 0.00
H -0.533 1.428 2.429 -0.05 -0.06 0.04
H -1.231 1.178 4.018 0.00 0.01 0.01
H -0.041 -0.006 5.735 -0.02 -0.02 -0.01
H 1.527 -1.842 6.280 -0.01 -0.01 0.00
H 3.100 -2.652 4.556 0.00 0.00 0.00
H 3.144 -1.618 1.040 -0.01 -0.04 0.00
H 3.377 -2.949 2.143 -0.01 -0.01 -0.04
H 4.984 -0.344 2.316 0.01 0.00 -0.02
H 5.549 -1.846 1.579 0.00 -0.01 0.00
H 5.208 -1.772 3.310 0.00 0.00 0.00
H 3.476 0.971 1.550 0.01 -0.09 0.01
H 4.599 1.887 -1.098 0.00 0.00 0.01
H 3.422 1.892 -3.527 0.00 0.00 0.00
H 0.935 0.915 -3.159 0.08 -0.04 0.01
O -2.080 -4.991 -2.061 0.06 0.00 0.05
C -2.974 -4.026 -2.045 -0.04 0.04 -0.02
O -4.161 -4.218 -2.164 0.03 -0.01 -0.06
C -2.472 -2.631 -1.865 -0.07 0.02 0.05
C -3.279 -1.520 -2.006 0.01 -0.04 0.07
N -2.545 -0.450 -1.671 0.18 0.11 -0.06
N -1.289 -0.793 -1.364 -0.22 -0.27 0.45
C -1.231 -2.117 -1.450 0.21 -0.09 -0.33
C 0.071 -2.777 -1.048 -0.09 0.13 0.02
O 0.225 -3.969 -1.315 0.00 0.00 0.01
O 0.887 -2.011 -0.442 -0.12 -0.09 0.05
H -1.156 -4.654 -1.857 -0.03 -0.02 0.00
H -4.311 -1.447 -2.308 0.01 0.01 -0.04
H -2.788 0.526 -1.742 -0.06 -0.07 0.07
F -4.967 4.831 -2.455 0.01 -0.05 0.02
C -3.840 5.549 -2.591 -0.02 0.00 -0.08
C -2.635 4.929 -2.860 -0.11 0.00 -0.09
C -1.531 5.757 -2.983 0.02 0.02 -0.07
F -0.337 5.222 -3.281 0.00 -0.02 0.01
C -1.596 7.125 -2.820 -0.03 0.00 0.05
F -0.508 7.882 -2.925 0.00 0.00 -0.02
C -2.820 7.706 -2.532 0.00 0.01 0.00
F -2.906 9.018 -2.351 0.00 0.00 -0.04
C -3.953 6.919 -2.438 0.01 0.01 0.01
F -5.133 7.480 -2.186 0.00 -0.01 0.04
Ge -2.343 2.986 -2.910 -0.44 1.05 -0.65
S -0.868 2.955 -1.267 0.40 -0.06 0.36
C -1.524 2.640 -4.660 0.20 -0.22 0.19
C -1.557 3.498 -5.746 0.08 -0.02 -0.01
F -2.208 4.664 -5.694 0.00 0.01 0.04
C -0.943 3.178 -6.946 0.00 0.01 -0.02
F -0.992 4.021 -7.973 0.01 0.00 0.00
C -0.285 1.968 -7.083 -0.02 -0.02 -0.02
F 0.293 1.655 -8.234 0.02 0.01 0.00
C -0.255 1.074 -6.025 0.04 0.05 0.01
F 0.349 -0.102 -6.157 -0.01 -0.01 0.01
C -0.876 1.434 -4.847 -0.14 -0.02 -0.10
F -0.904 0.528 -3.850 -0.24 -0.09 -0.09
C -4.101 2.105 -2.947 0.28 -0.55 0.28
C -4.635 1.514 -4.086 -0.02 0.09 -0.03
F -4.000 1.568 -5.259 -0.03 0.00 0.01
C -5.854 0.856 -4.077 -0.04 0.01 -0.09
F -6.340 0.319 -5.190 0.01 0.02 0.03
C -6.568 0.767 -2.898 -0.05 -0.02 0.00
F -7.740 0.152 -2.874 0.02 -0.01 0.01
C -6.053 1.319 -1.736 0.02 -0.04 -0.05
F -6.736 1.205 -0.603 -0.07 0.07 0.17
C -4.832 1.961 -1.776 -0.07 0.01 -0.10
F -4.336 2.444 -0.634 0.01 0.02 0.08
C -7.039 0.918 3.046 0.04 -0.02 0.12
C -6.794 -0.577 3.176 0.03 -0.07 0.00
N -5.551 -1.001 2.528 -0.01 0.07 -0.05
C -5.604 -1.421 1.127 -0.06 -0.06 0.06
C -5.799 -2.921 0.957 0.00 0.02 0.03
C -4.451 -1.084 3.304 0.03 0.12 -0.06
O -4.448 -0.813 4.495 0.03 -0.01 0.07
C -3.144 -1.537 2.703 0.02 0.09 -0.04
C -2.563 -2.686 3.222 -0.02 -0.02 0.05
C -1.277 -3.011 2.849 -0.01 -0.03 0.04
C -0.606 -2.177 1.980 0.01 0.02 -0.06
N -1.160 -1.072 1.454 -0.11 -0.16 -0.10
C -2.416 -0.764 1.813 0.04 0.00 0.14
H -7.961 1.195 3.557 0.00 -0.01 0.00
H -7.125 1.222 2.008 0.00 0.05 -0.20
H -6.217 1.470 3.503 -0.01 0.00 0.00
H -7.609 -1.156 2.739 -0.01 0.03 -0.02
H -6.712 -0.837 4.229 -0.05 -0.08 -0.02
H -4.694 -1.105 0.616 0.00 0.03 -0.02
H -6.434 -0.876 0.670 0.09 -0.01 0.01
H -4.971 -3.468 1.412 0.01 -0.01 -0.02
H -5.837 -3.191 -0.099 0.01 -0.01 0.01
H -6.724 -3.247 1.434 0.00 -0.01 -0.01
H -3.113 -3.294 3.929 0.00 0.03 0.02
H -0.777 -3.888 3.234 0.00 0.00 -0.01
H 0.407 -2.391 1.679 -0.02 -0.03 -0.03
H -2.824 0.156 1.415 0.00 -0.02 -0.06
I -2.249 4.959 0.596 0.07 0.05 0.11
C -0.853 1.808 0.180 0.02 -0.69 0.22
H -0.275 2.459 0.841 -0.04 0.10 -0.06
H -1.869 1.787 0.581 -0.02 0.13 -0.03
```
Forces are in eV/Å.

Computed properties:
Multiplicity = 2
Energy above the lowest of the compared OMol25 structures with the same formula, charge and spin = 0.0 kJ/mol
⟨S²⟩ = 0.755
Maximum force = 0.0254 hartree/bohr
Electronic energy = -189629.3720 eV
Highest occupied orbital energy (spin up / spin down) = -0.2949 / -0.2954 Eh



[6]
Density functional theory data (ωB97M-V/def2-TZVPD) for 3 unconnected molecules or ions with the total composition C3H12N2O2 at a distorted geometry.

```
19
Properties=species:S:1:pos:R:3:forces:R:3
C 0.442 -2.734 -2.265 -0.38 -1.51 -0.39
C 0.334 -2.857 -0.737 1.28 0.44 0.46
N -2.169 -0.205 -0.153 -0.39 -0.43 -1.25
C -0.819 -0.629 0.037 0.00 0.64 -0.30
N -0.372 -1.735 -0.235 -0.82 -1.05 -0.31
H 1.467 -2.669 -2.624 0.00 0.98 0.13
H -0.282 -2.002 -2.605 0.51 0.42 -0.27
H 0.145 -3.662 -2.778 -0.29 -0.01 0.43
H 1.342 -2.874 -0.300 0.21 -0.01 -0.19
H -0.050 -3.834 -0.439 -0.75 0.29 0.03
H -2.233 0.674 -0.649 0.45 0.85 0.81
H -2.627 -0.783 -0.864 0.17 -0.69 0.74
H -0.228 0.201 0.463 0.05 0.01 0.13
H 2.544 5.256 2.764 0.51 -0.19 -0.05
H 3.420 6.178 1.956 0.28 -0.72 0.30
O 3.452 5.314 2.418 -0.79 0.92 -0.24
H -1.070 2.767 2.180 0.57 0.54 0.34
H -1.545 1.353 2.047 -0.01 -0.86 0.14
O -1.750 2.240 1.785 -0.60 0.36 -0.51
```
Forces are in eV/Å.

Computed properties:
Structure (SMILES) = CC/N=C/N.O.O
Energy above the lowest of the compared OMol25 structures with the same formula, charge and spin = 259.0 kJ/mol
Maximum force = 0.0313 hartree/bohr
Electronic energy = -10378.8652 eV
Highest occupied orbital energy = -0.2937 Eh